(1)
{
  "formula": "C4H8N2S",
  "method": "ωB97M-V with the def2-TZVPD basis set",
  "symbols": ["S", "C", "C", "C", "C", "N", "N", "H", "H", "H", "H", "H", "H", "H", "H"],
  "xyz": [[2.481, -0.273, -0.040], [1.097, 0.852, -0.166], [-0.236, 0.329, 0.296], [-0.680, -1.105, -0.128], [-2.154, -0.951, -0.021], [-2.506, 0.297, 0.040], [-1.393, 1.101, -0.098], [2.366, -0.622, 1.249], [0.986, 1.136, -1.219], [1.353, 1.794, 0.338], [-0.259, 0.331, 1.376], [-0.383, -1.321, -1.171], [-0.271, -1.931, 0.502], [-2.913, -1.694, -0.028], [-1.449, 2.142, 0.124]],
  "lowdin_charge": [0.716, -0.562, -0.434, -0.145, -0.159, 0.015, -0.069, -0.137, 0.082, 0.074, 0.129, 0.117, 0.117, 0.091, 0.163],
  "homo_lumo_gap_ev": 9.19,
  "charge": 0,
  "spin_multiplicity": 1,
  "relative_energy_kj_mol": 194.1,
  "e_tot_ha": -664.8589,
  "lumo_energy_ev": 0.821,
  "e_homo_ev": -8.37
}

(2)
{
  "formula": "C4H8N2S",
  "method": "ωB97M-V with the def2-TZVPD basis set",
  "symbols": ["C", "C", "C", "C", "N", "N", "S", "H", "H", "H", "H", "H", "H", "H", "H"],
  "xyz": [[-0.346, -0.818, 1.542], [2.515, -0.083, 0.566], [-1.483, 0.714, -0.001], [-0.993, -0.746, 0.285], [0.302, -0.799, 2.527], [2.264, 1.087, 0.112], [1.329, -0.745, 3.674], [3.477, -0.397, 1.063], [1.660, -0.752, 0.459], [-1.317, 1.079, -1.024], [-1.021, 1.230, 0.767], [-2.655, 0.821, 0.129], [-0.368, -1.037, -0.631], [-1.717, -1.504, 0.266], [3.031, 1.792, 0.026]],
  "lowdin_charge": [-0.125, -0.263, -0.072, -0.220, -0.603, 0.073, 0.560, 0.085, 0.018, 0.074, 0.031, 0.115, 0.141, 0.089, 0.098],
  "homo_lumo_gap_ev": [6.36, 5.75],
  "charge": 0,
  "spin_multiplicity": 3,
  "relative_energy_kj_mol": 428.0,
  "e_tot_ha": -664.6364,
  "lumo_energy_ev": [0.690, -2.306],
  "e_homo_ev": [-5.67, -8.05]
}

(3)
{
  "formula": "C4H8N2S2",
  "method": "ωB97M-V with the def2-TZVPD basis set",
  "symbols": ["C", "C", "C", "C", "N", "N", "S", "S", "H", "H", "H", "H", "H", "H", "H", "H"],
  "xyz": [[-1.566, -0.955, -0.262], [1.303, 0.916, 0.090], [-1.792, -2.513, -0.138], [3.035, 2.729, 1.044], [-0.198, -0.748, -0.677], [0.427, 0.268, -0.381], [-2.705, -0.067, -1.331], [2.130, 2.268, -0.398], [-1.629, -0.637, 0.830], [-3.185, -1.181, -2.092], [-0.820, -3.003, 0.152], [-2.045, -2.903, -1.331], [-2.633, -2.768, 0.493], [3.397, 3.863, 0.775], [3.926, 2.109, 1.209], [2.355, 2.620, 2.017]],
  "lowdin_charge": [-0.807, -0.437, -0.126, -0.475, -0.036, -0.102, 0.694, 0.834, 0.114, -0.095, 0.074, 0.124, 0.049, 0.088, 0.020, 0.083],
  "homo_lumo_gap_ev": 8.54,
  "charge": 0,
  "spin_multiplicity": 1,
  "relative_energy_kj_mol": 405.4,
  "e_tot_ha": -1062.9413,
  "lumo_energy_ev": 0.377,
  "e_homo_ev": -8.16
}

(4)
{
  "formula": "C4H8N3",
  "method": "ωB97M-V with the def2-TZVPD basis set",
  "symbols": ["C", "N", "C", "N", "C", "N", "C", "H", "H", "H", "H", "H", "H", "H", "H"],
  "xyz": [[-1.851, 1.468, -0.025], [-1.169, 0.422, -0.072], [-1.667, -0.926, -0.003], [-0.389, -1.626, 0.012], [0.598, -0.805, -0.006], [1.600, -0.224, -0.107], [2.752, 0.542, 0.016], [-1.333, 2.414, -0.102], [-2.936, 1.499, 0.082], [-2.244, -1.139, 0.905], [-2.261, -1.196, -0.884], [-0.288, -2.632, 0.064], [2.802, 1.019, 0.997], [3.615, -0.116, -0.112], [2.771, 1.301, -0.766]],
  "lowdin_charge": [0.052, -0.028, -0.158, 0.114, -0.098, 0.154, -0.031, 0.092, 0.104, 0.144, 0.145, 0.181, 0.109, 0.112, 0.108],
  "homo_lumo_gap_ev": 11.34,
  "charge": 1,
  "spin_multiplicity": 1,
  "relative_energy_kj_mol": 334.8,
  "e_tot_ha": -321.1638,
  "lumo_energy_ev": -3.063,
  "e_homo_ev": -14.41
}

(5)
{
  "formula": "C4H8N3",
  "method": "ωB97M-V with the def2-TZVPD basis set",
  "symbols": ["C", "C", "C", "C", "N", "N", "N", "H", "H", "H", "H", "H", "H", "H", "H"],
  "xyz": [[-1.270, -0.213, -0.056], [1.893, -0.014, 0.121], [-2.726, -0.573, -0.232], [-2.355, 0.845, -0.008], [-0.340, -0.910, 0.157], [2.554, -1.081, -0.141], [2.473, 1.125, 0.263], [-3.120, -1.113, -1.083], [-3.154, -1.139, 0.713], [-2.579, 1.138, 0.942], [-2.403, 1.748, -0.675], [2.236, -1.931, -0.419], [3.515, -1.094, -0.101], [1.959, 1.878, 0.718], [3.317, 1.334, -0.199]],
  "lowdin_charge": [-0.350, -0.181, -0.040, -0.019, 0.274, 0.191, 0.164, 0.119, 0.170, 0.083, 0.148, 0.084, 0.104, 0.136, 0.116],
  "homo_lumo_gap_ev": [7.20, 8.92],
  "charge": 1,
  "spin_multiplicity": 1,
  "relative_energy_kj_mol": 636.8,
  "e_tot_ha": -321.0488,
  "lumo_energy_ev": [-5.299, -4.654],
  "e_homo_ev": [-12.50, -13.57]
}

(6)
{
  "formula": "C4H8N3O",
  "method": "ωB97M-V with the def2-TZVPD basis set",
  "symbols": ["C", "N", "C", "N", "C", "N", "C", "O", "H", "H", "H", "H", "H", "H", "H", "H"],
  "xyz": [[1.128, -0.554, -1.280], [0.466, -0.176, -0.034], [1.037, -0.444, 1.262], [0.286, 1.232, -0.008], [-0.905, 1.622, 0.035], [-1.942, 0.659, -0.035], [-1.726, -0.620, -0.139], [-2.044, -1.726, -0.129], [2.052, -0.979, -1.054], [0.528, -1.500, -1.686], [1.119, 0.190, -2.073], [1.312, -1.478, 1.495], [2.063, -0.045, 1.410], [0.492, 0.096, 2.026], [-0.977, 2.707, 0.373], [-2.890, 1.015, -0.164]],
  "lowdin_charge": [-0.007, -0.251, -0.045, 0.074, -0.092, 0.169, -0.163, 0.296, 0.069, 0.140, 0.103, 0.112, 0.114, 0.100, 0.185, 0.197],
  "homo_lumo_gap_ev": 9.56,
  "charge": 1,
  "spin_multiplicity": 1,
  "relative_energy_kj_mol": 458.9,
  "e_tot_ha": -396.3615,
  "lumo_energy_ev": -4.559,
  "e_homo_ev": -14.12
}

(7)
{
  "formula": "C4H8N3O",
  "method": "ωB97M-V with the def2-TZVPD basis set",
  "symbols": ["C", "C", "C", "C", "N", "N", "N", "O", "H", "H", "H", "H", "H", "H", "H", "H"],
  "xyz": [[0.012, -2.113, 2.019], [-1.214, 0.473, -0.392], [-0.768, -0.200, 0.818], [0.054, 0.708, -1.315], [0.444, -2.518, 2.998], [-0.568, -1.505, 0.939], [1.091, 1.569, -0.623], [0.684, -0.545, -1.483], [-2.080, -0.184, -0.836], [-1.583, 1.452, -0.366], [-0.402, 0.380, 1.767], [-0.643, -2.153, 0.141], [0.799, 2.086, 0.196], [1.459, 2.397, -1.185], [1.897, 1.093, -0.370], [0.818, -0.938, -2.309]],
  "lowdin_charge": [-0.263, -0.121, -0.194, -0.112, 0.182, 0.016, 0.245, 0.039, 0.177, 0.089, 0.163, 0.171, 0.161, 0.213, 0.135, 0.098],
  "homo_lumo_gap_ev": [6.95, 8.23],
  "charge": 1,
  "spin_multiplicity": 3,
  "relative_energy_kj_mol": 145.4,
  "e_tot_ha": -396.2696,
  "lumo_energy_ev": [-3.880, -6.095],
  "e_homo_ev": [-10.83, -14.32]
}

(8)
{
  "formula": "C4H8N3O",
  "method": "ωB97M-V with the def2-TZVPD basis set",
  "symbols": ["C", "C", "C", "C", "N", "N", "N", "O", "H", "H", "H", "H", "H", "H", "H", "H"],
  "xyz": [[-0.374, 1.923, 0.869], [0.188, 1.006, 1.693], [-0.113, 1.902, -0.474], [1.229, 0.057, -0.247], [0.732, 1.048, -1.037], [-0.504, -1.402, -1.023], [0.898, 0.047, 1.066], [2.154, -0.868, -0.598], [-1.200, 2.495, 1.248], [-0.125, 0.918, 2.783], [-0.538, 2.682, -1.189], [-1.548, -1.517, -0.985], [-0.343, -1.350, -2.023], [1.406, -0.486, 1.749], [-0.101, -2.193, -0.450], [2.139, -1.116, -1.575]],
  "lowdin_charge": [-0.002, -0.067, -0.134, -0.370, 0.144, 0.092, 0.127, 0.142, 0.136, 0.169, 0.149, 0.096, 0.064, 0.173, 0.099, 0.182],
  "homo_lumo_gap_ev": [6.81, 6.46],
  "charge": 1,
  "spin_multiplicity": 3,
  "relative_energy_kj_mol": 0.0,
  "e_tot_ha": -396.3250,
  "lumo_energy_ev": [-3.873, -8.230],
  "e_homo_ev": [-10.69, -14.69]
}